Entry 1:
Computed, not measured: the molecule CH6N4O2, with the ωB97M-V functional and the def2-TZVPD basis.

The geometry in ORCA input format:
```
! wB97M-V def2-TZVPD RIJCOSX def2/J DEFGRID3
* xyz 0 1
N 0.996 0.835 -0.893
C 0.014 -0.213 -0.134
N -0.307 -1.188 -1.090
N 0.630 -0.442 1.215
O -0.260 0.381 2.073
N -0.929 1.218 1.283
O -1.232 0.421 0.155
H 1.726 0.266 -1.271
H 0.359 1.202 -1.575
H -0.184 -2.164 -0.686
H -1.186 -0.921 -1.556
H 0.614 -1.404 1.602
H -0.240 2.009 0.877
*
```

The calculation puts the energy above the lowest of the compared OMol25 structures with the same formula, charge and spin at 4.846 eV. As for the LUMO energy: 0.711 eV. Its strongest force on any atom is 4.149 eV/A.

---

Entry 2:
Computed, not measured: the ion CH6N4O3P with charge -1, with the ωB97M-V functional and the def2-TZVPD basis.

The geometry in ORCA input format:
```
! wB97M-V def2-TZVPD RIJCOSX def2/J DEFGRID3
* xyz -1 1
N -2.431 0.233 1.134
C -1.146 -0.055 0.656
N -1.184 -0.835 -0.452
N -0.184 0.378 1.398
N 1.125 0.108 0.987
P 1.612 0.331 -0.657
O 0.723 0.941 -1.641
O 3.056 0.731 -0.597
O 1.606 -1.314 -1.174
H -2.506 1.232 1.439
H -3.047 0.077 0.343
H -1.504 -0.306 -1.286
H -0.179 -1.095 -0.603
H 1.597 1.124 1.328
H 2.461 -1.550 -0.873
*
```

The calculation puts the energy above the lowest of the compared OMol25 structures with the same formula, charge and spin at 0.613 eV. As for the LUMO energy: 3.936 eV. Its strongest force on any atom is 5.300 eV/A.

---

Entry 3:
Computed, not measured: the molecule CH6N4OS, with the ωB97M-V functional and the def2-TZVPD basis.

The geometry in ORCA input format:
```
! wB97M-V def2-TZVPD RIJCOSX def2/J DEFGRID3
* xyz 0 1
N 1.935 -0.623 -0.429
N 0.585 -1.048 -0.654
C -0.309 -0.371 0.103
N 0.435 0.772 0.595
O 0.725 1.600 -0.656
N -1.506 -0.663 0.352
S -2.831 0.072 -0.565
H 2.541 -1.610 -0.562
H 1.998 -0.032 0.657
H -0.253 1.570 1.268
H 1.426 1.040 -1.295
H -1.473 -1.692 0.707
H -3.273 0.985 0.481
*
```

The calculation puts the energy above the lowest of the compared OMol25 structures with the same formula, charge and spin at 4.949 eV. As for the LUMO energy: 0.302 eV. Its strongest force on any atom is 11.383 eV/A.